# 1
78
Properties=species:S:1:pos:R:3:forces:R:3:lowdin_charge:R:1 method="wB97M-V/def2-TZVPD" e_homo_ev=-5.2375 total_energy_ha=-3227.73583 relative_energy_kcal_mol=0.0 multiplicity=1 total_charge=-1 e_lumo_ev=2.121
C -2.805879 4.793401 0.220349 0.0 -0.1 0.1 -0.118
C -1.715128 5.200699 -0.763708 0.0 0.1 0.0 -0.278
C -0.863615 4.013393 -1.205616 0.0 0.0 -0.1 -0.223
C 0.012375 3.418452 -0.084862 0.1 0.0 0.0 -0.212
C -0.244798 1.931731 0.242081 -0.1 -0.1 0.0 -0.152
B 0.950683 0.897807 -0.202337 0.1 -0.1 0.1 -0.722
C 1.246738 1.010527 -1.831697 0.0 0.0 -0.1 -0.135
C 0.068391 0.758349 -2.789335 -0.1 0.0 0.1 -0.282
N -0.097767 1.774785 -3.856564 0.1 0.0 -0.1 -0.005
C 2.379812 1.206114 0.565834 0.1 0.0 0.0 -0.143
C 2.510446 1.089893 2.096158 -0.1 -0.1 0.0 -0.225
C 1.809332 2.196968 2.908952 -0.1 0.1 -0.1 -0.276
N 0.684115 1.762945 3.757235 0.0 -0.1 0.0 -0.016
C 0.418453 -0.672194 0.018662 0.1 0.0 0.1 -0.556
Cl -0.356188 -0.965127 1.667779 -0.1 -0.1 0.0 0.586
C 1.470037 -1.734224 -0.273445 -0.1 -0.1 0.0 -0.688
C 2.221679 -2.379992 0.868746 0.0 0.2 0.1 -0.155
Cl 0.734275 -3.121462 -1.269475 -0.1 0.0 0.0 0.545
H -3.413712 3.986881 -0.199914 0.0 0.0 0.0 0.071
H -3.472220 5.623153 0.471829 0.0 0.0 0.0 0.058
H -2.376208 4.416080 1.151706 0.0 0.0 0.0 0.066
H -1.068728 5.960609 -0.307136 0.0 0.0 0.0 0.101
H -2.179490 5.670862 -1.637963 0.0 0.0 0.0 0.095
H -1.537001 3.239887 -1.583987 0.0 0.0 -0.1 0.078
H -0.245723 4.312709 -2.056885 0.0 0.0 0.0 0.104
H 1.063333 3.551415 -0.365329 0.0 0.0 0.0 0.092
H -0.119775 4.027970 0.818830 0.0 0.0 0.0 0.091
H -0.464628 1.825221 1.310473 0.0 0.0 -0.1 0.044
H -1.182063 1.619596 -0.243197 0.0 0.1 0.0 0.087
H 2.058480 0.320148 -2.104609 0.1 0.1 -0.1 0.077
H 1.649427 2.005482 -2.063758 -0.1 0.0 0.1 0.090
H 0.179807 -0.221215 -3.265997 0.0 0.0 0.1 0.097
H -0.865753 0.700960 -2.216184 0.0 0.0 0.0 0.090
H -0.164215 1.336374 -4.767403 0.0 0.0 0.1 0.037
H -0.954892 2.297680 -3.718445 0.0 0.0 0.0 0.009
H 3.165608 0.573231 0.120129 0.0 0.0 0.0 0.086
H 2.687708 2.229734 0.296559 0.0 0.0 0.0 0.089
H 2.092869 0.135095 2.433663 0.1 0.0 0.0 0.054
H 3.572595 1.073209 2.374345 0.0 0.0 0.0 0.092
H 1.423139 2.954929 2.221424 0.1 0.0 0.1 0.090
H 2.539450 2.703381 3.549460 0.0 0.0 0.0 0.089
H -0.145868 1.704385 3.174285 0.1 0.0 0.1 0.024
H 0.847052 0.797136 4.033553 0.0 0.1 0.0 0.021
H -0.428365 -0.851663 -0.640656 0.0 0.1 -0.1 0.051
H 2.178490 -1.301880 -0.974880 -0.1 -0.1 -0.1 0.073
H 2.911926 -3.131442 0.485394 0.0 0.0 0.0 0.066
H 2.795732 -1.608343 1.384175 0.0 0.0 0.0 0.070
H 1.548109 -2.837721 1.590650 0.0 -0.1 0.0 0.027
C -5.450107 3.176082 -4.929709 0.0 0.0 0.0 -0.275
S -4.306229 1.940787 -4.292819 0.0 -0.1 0.0 0.813
O -3.232561 2.689972 -3.597661 0.0 0.1 0.1 -0.545
C -3.625354 1.456634 -5.885586 0.0 0.0 0.0 -0.269
H -5.931043 3.634035 -4.067657 0.0 0.0 0.0 0.047
H -4.884352 3.925719 -5.482471 0.0 0.0 0.0 0.056
H -6.197077 2.695988 -5.562141 0.0 0.0 0.0 0.048
H -3.196087 2.336650 -6.364102 0.0 0.0 0.0 0.058
H -4.404136 1.006894 -6.501652 0.0 0.0 0.0 0.049
H -2.843467 0.727939 -5.679676 0.0 0.0 0.0 0.046
C 1.178484 -6.648842 -1.740757 0.0 0.0 0.0 -0.293
S 2.414046 -6.824360 -0.453989 0.1 0.1 0.0 0.791
O 3.208343 -8.043680 -0.783316 0.0 -0.1 0.0 -0.576
C 1.272114 -7.289291 0.852481 0.0 0.1 0.0 -0.268
H 1.703953 -6.357087 -2.647820 0.0 0.0 0.0 0.049
H 0.673306 -7.604007 -1.885289 0.0 0.0 0.0 0.054
H 0.484674 -5.858522 -1.458461 0.0 0.0 0.0 0.000
H 0.731321 -8.185383 0.547965 0.0 0.0 0.0 0.052
H 0.594917 -6.456940 1.044615 0.0 0.0 0.0 0.057
H 1.867323 -7.489421 1.740848 0.0 0.0 0.0 0.047
C -0.408746 -2.738972 5.926618 0.0 0.0 0.0 -0.265
S 0.943750 -2.426104 4.782029 0.1 0.0 -0.1 0.771
O 1.100248 -3.671099 3.986127 0.0 -0.1 0.0 -0.550
C 2.257941 -2.467891 6.011902 0.0 0.1 0.0 -0.267
H -1.316815 -2.783034 5.328466 0.0 0.0 0.0 0.050
H -0.235195 -3.694133 6.421928 0.0 0.0 0.0 0.053
H -0.479171 -1.923211 6.646194 0.0 0.0 0.0 0.052
H 2.262680 -3.448108 6.488296 0.0 0.0 0.0 0.053
H 2.107906 -1.670877 6.740469 0.0 0.0 0.0 0.051
H 3.191294 -2.305669 5.476281 0.0 0.0 0.0 0.049

***

# 2
78
Properties=species:S:1:pos:R:3:forces:R:3:lowdin_charge:R:1 method="wB97M-V/def2-TZVPD" e_homo_ev="-8.5924 / -8.8497" total_energy_ha=-4324.68940 relative_energy_kcal_mol=0.0 multiplicity=2 total_charge=0 e_lumo_ev="0.466 / 0.121"
C -0.860439 1.484485 1.552925 0.1 0.2 -0.5 -0.006
C 0.479393 1.009374 0.989306 0.8 0.0 1.5 -0.462
C 1.302080 0.525437 2.198614 -0.2 -0.7 -0.6 -0.028
C 1.291043 2.135603 0.362724 -0.5 -0.6 -0.5 -0.139
C 0.712702 2.604309 -0.956761 1.2 -0.3 -0.2 -0.669
O -0.450452 3.413048 -0.803934 -0.5 -0.2 -0.2 -0.055
P 1.955063 3.853256 -1.629942 0.0 0.6 0.1 0.653
O 1.150292 4.263077 -3.007201 -0.1 -0.1 0.2 -0.374
Br 3.623882 2.539888 -2.388107 -0.1 0.1 -0.1 0.310
C 0.515862 1.431809 -1.906820 -0.1 0.2 0.6 -0.129
C -0.060753 0.121552 -1.324696 0.0 -0.4 -1.4 -0.438
C -1.585860 0.030303 -1.545962 0.0 -0.3 0.5 -0.016
C 0.556853 -1.005437 -2.164642 0.6 0.3 0.5 -0.020
N 0.330391 -0.153126 0.078349 -1.6 0.9 0.2 -0.102
O -0.347872 -1.107148 0.608759 0.6 -0.3 -0.2 -0.013
H -1.591389 1.723232 0.790158 -0.2 0.1 -0.1 0.065
H -1.271587 0.735775 2.211303 -0.2 -0.2 0.1 0.081
H -0.657694 2.388576 2.111460 -0.1 0.2 0.3 0.099
H 0.667871 -0.045491 2.860974 -0.1 0.0 0.4 0.070
H 2.044435 -0.179405 1.838515 0.4 0.0 0.0 0.081
H 1.802782 1.337037 2.702890 0.0 0.2 0.2 0.079
H 2.294983 1.750357 0.196858 0.2 0.0 -0.1 0.099
H 1.384133 2.942046 1.078134 -0.1 0.3 0.1 0.129
H -1.208732 2.860883 -1.053977 0.1 0.3 0.2 0.100
H 0.216139 4.348888 -2.735871 0.2 0.0 -0.2 0.048
H -0.117437 1.768698 -2.719484 -0.2 -0.1 -0.3 0.116
H 1.461905 1.193422 -2.371311 0.3 0.0 0.1 0.028
H -1.919996 0.699799 -2.324024 0.0 0.3 -0.1 0.066
H -2.168315 0.162483 -0.641941 -0.1 0.2 0.2 0.070
H -1.807976 -0.962886 -1.911758 -0.3 -0.3 0.0 0.079
H 1.637367 -0.884575 -2.143870 0.2 -0.1 -0.1 0.085
H 0.331895 -1.961437 -1.707689 -0.3 -0.2 -0.1 0.081
H 0.231095 -0.943092 -3.195598 -0.2 -0.1 -0.2 0.087
C 6.505847 0.256357 2.270305 0.0 0.0 0.1 -0.090
C 5.138791 0.430930 1.635684 0.1 0.2 0.0 -0.320
O 4.353100 1.399407 2.327835 0.0 0.0 0.0 -0.097
H 6.403871 -0.042763 3.313799 0.0 0.0 0.0 0.076
H 7.089286 -0.500080 1.743813 0.0 0.0 0.0 0.074
H 7.062919 1.195909 2.250981 0.0 0.0 -0.1 0.073
H 4.579234 -0.502839 1.672016 -0.1 0.0 0.0 0.107
H 5.239030 0.727585 0.585684 0.0 -0.1 0.0 0.103
H 4.825784 2.238767 2.295498 0.0 -0.1 0.0 0.087
C -4.807051 -2.232407 -0.250905 -0.1 0.2 -0.1 -0.096
C -5.652291 -1.298467 -1.098310 0.1 -0.4 -0.1 -0.317
O -5.268791 -1.370122 -2.472295 0.0 0.2 0.0 -0.091
H -3.754605 -1.974090 -0.359376 0.0 0.0 0.0 0.051
H -5.081590 -2.169843 0.802702 0.0 -0.1 0.0 0.082
H -4.921973 -3.266071 -0.577621 0.0 0.0 0.1 0.075
H -5.512881 -0.265235 -0.782752 0.0 0.1 -0.1 0.107
H -6.715873 -1.543069 -1.004408 0.0 0.1 0.1 0.106
H -5.398898 -2.278626 -2.764439 0.0 0.1 0.0 0.078
C -0.535999 -5.166823 0.928141 0.0 0.0 0.0 -0.089
C -1.890550 -5.025099 0.258661 0.1 0.2 0.0 -0.318
O -2.720392 -4.089803 0.939337 0.1 -0.1 0.0 -0.097
H -0.657542 -5.483213 1.964546 0.0 0.0 0.0 0.075
H 0.085355 -5.898129 0.408363 0.0 0.0 0.0 0.073
H -0.010544 -4.208849 0.935741 0.0 0.0 -0.1 0.065
H -2.423427 -5.975088 0.265500 -0.1 0.0 0.0 0.109
H -1.767620 -4.710054 -0.784293 0.0 -0.1 0.0 0.108
H -2.263456 -3.239609 0.930666 0.0 0.0 0.0 0.066
C -0.952434 2.207229 -6.427975 0.0 0.0 0.1 -0.086
C -1.108229 0.722222 -6.156925 -0.2 0.2 0.0 -0.312
O -1.711996 0.477539 -4.887255 0.1 0.0 0.0 -0.098
H -0.349526 2.675297 -5.648145 0.1 0.0 0.0 0.067
H -0.472965 2.382640 -7.391623 0.0 0.0 0.0 0.075
H -1.926559 2.702470 -6.432975 0.0 0.0 -0.1 0.073
H -0.134680 0.235067 -6.134801 0.0 -0.1 0.1 0.110
H -1.708318 0.248985 -6.940687 0.1 0.0 -0.1 0.109
H -2.584497 0.887245 -4.889640 0.0 -0.1 0.0 0.086
C 1.536029 -0.257702 6.205100 0.0 0.0 -0.1 -0.092
C 0.927264 1.066885 6.626248 -0.2 -0.2 -0.1 -0.321
O 0.138889 1.626036 5.578244 0.0 0.1 0.0 -0.093
H 2.156332 -0.123560 5.318163 0.0 0.0 0.0 0.068
H 2.147078 -0.687689 7.000299 0.0 0.0 0.0 0.072
H 0.751288 -0.974202 5.949781 0.0 0.0 0.1 0.074
H 1.704602 1.792462 6.859115 0.0 0.1 -0.1 0.110
H 0.303979 0.936871 7.517718 0.1 0.0 0.1 0.107
H -0.557653 0.992785 5.373110 0.0 0.1 0.0 0.076

***

# 3
82
Properties=species:S:1:pos:R:3:forces:R:3:lowdin_charge:R:1 method="wB97M-V/def2-TZVPD" e_homo_ev=-8.3235 total_energy_ha=-3777.77912 multiplicity=1 total_charge=0 e_lumo_ev=-0.137
C 1.553708 3.104871 -0.228784 0.1 -0.5 -0.9 -0.068
C 1.442457 3.249945 -1.704764 0.1 0.0 -3.9 -0.242
N 1.431049 3.307179 -2.894271 -0.1 -0.1 4.8 0.147
H 0.596123 2.844901 0.219503 -0.1 0.2 0.0 0.063
H 1.943675 4.017381 0.199644 0.0 0.2 0.1 0.083
H 2.249473 2.278478 -0.031546 -0.1 0.3 0.0 0.078
C 2.518772 1.400342 2.855974 -0.1 0.8 0.2 -0.042
C 2.196804 1.348846 4.278878 4.1 0.9 -18.9 -0.336
N 1.962139 1.301744 5.290573 -4.3 -0.9 18.9 0.168
H 3.524371 1.817233 2.763348 0.0 -0.5 -0.2 0.093
H 1.855891 2.108318 2.353287 -0.1 -0.2 0.2 0.057
H 2.378684 0.418838 2.417916 0.4 -0.1 -0.2 0.056
C -1.567093 -2.279072 1.377719 0.2 0.2 0.0 -0.228
S -0.092590 -1.301350 1.736183 -0.5 -0.1 -0.2 0.811
O 1.018869 -2.091399 1.158399 0.9 -0.6 0.0 -0.559
C -0.399107 -0.077523 0.508646 -1.3 1.2 0.0 -0.274
H -1.567266 -2.479060 0.308438 0.1 -0.1 -0.1 0.052
H -2.462788 -1.725290 1.646916 -0.1 -0.1 0.2 0.042
H -1.448719 -3.204903 1.929869 -0.2 -0.1 0.1 0.052
H -1.156845 0.627132 0.883500 0.3 -0.1 0.1 0.026
H -0.814245 -0.464337 -0.422750 0.5 -0.3 -0.1 0.039
H 0.509146 0.488591 0.361123 0.3 -0.1 -0.1 0.030
C 4.906832 -4.765002 0.422135 0.4 -0.5 -0.1 -0.258
S 4.427391 -4.612568 -1.306500 0.4 0.6 0.1 0.802
O 4.156985 -5.972335 -1.807724 -0.3 -0.7 -0.2 -0.552
C 2.860403 -3.830905 -0.978532 -0.7 -0.2 -0.2 -0.289
H 4.058591 -4.728764 1.091295 0.0 0.2 0.2 0.020
H 5.677268 -4.033590 0.644132 -0.1 0.2 0.2 0.048
H 5.354060 -5.756538 0.514909 0.0 0.1 -0.1 0.059
H 2.251063 -3.870642 -1.883137 0.4 0.1 0.0 0.024
H 3.011642 -2.795008 -0.690200 0.0 0.1 0.2 0.045
H 2.320035 -4.391929 -0.212952 0.1 0.2 0.1 0.059
C -3.395534 -0.042546 -4.786188 -0.5 -0.1 0.3 -0.238
S -2.837372 -0.498801 -3.154801 -0.1 -0.6 0.3 0.809
O -1.835901 0.494760 -2.699069 0.5 0.3 0.1 -0.539
C -4.307961 -0.077021 -2.231390 -0.4 -0.1 -0.7 -0.248
H -4.352571 -0.545681 -4.938995 0.1 -0.1 -0.2 0.061
H -2.647695 -0.417843 -5.470064 0.1 0.1 -0.3 0.054
H -3.540377 1.034189 -4.854224 0.2 0.1 0.0 0.064
H -5.099217 -0.802514 -2.424412 0.0 0.0 0.0 0.060
H -4.623810 0.904576 -2.574929 -0.1 0.2 0.3 0.047
H -4.035514 -0.100361 -1.189021 0.1 0.1 0.3 0.037
C -3.636396 1.529004 2.001662 0.8 -0.6 0.0 -0.256
S -2.545459 2.297771 3.215552 -1.9 -0.2 0.8 0.810
O -1.161865 2.097216 2.805028 1.8 -0.3 -0.8 -0.553
C -2.949622 3.993304 2.883256 0.6 0.8 0.4 -0.259
H -3.557620 0.448110 2.175779 -0.3 0.2 0.1 0.037
H -3.283450 1.685918 0.984222 -0.1 0.5 -0.1 0.045
H -4.632022 1.897587 2.189908 -0.4 0.0 -0.1 0.051
H -4.002401 4.185074 2.730899 -0.2 -0.1 0.0 0.056
H -2.362657 4.363389 2.048013 0.0 -0.2 -0.3 0.056
H -2.600492 4.533165 3.772526 -0.2 0.0 -0.2 0.054
C -2.686718 3.516873 -2.194055 1.3 -0.3 -0.5 -0.289
S -3.014575 5.197749 -2.675852 0.2 -0.3 -0.6 0.800
O -3.789366 5.781207 -1.567977 -0.7 0.5 0.7 -0.557
C -1.357573 5.827176 -2.473282 1.0 -0.5 0.0 -0.264
H -3.638543 3.023111 -2.103708 -0.3 -0.2 0.3 0.028
H -2.063714 3.482710 -1.295619 -0.5 0.1 0.2 0.052
H -2.075958 3.012739 -2.957763 -0.4 0.1 0.0 0.047
H -1.258982 6.100073 -1.421558 -0.1 0.3 -0.1 0.058
H -1.189822 6.648023 -3.160113 -0.1 0.3 0.2 0.046
H -0.578614 5.076838 -2.674607 -0.4 0.0 -0.2 0.022
C 1.679346 -4.079871 4.385851 -1.0 0.1 -1.5 -0.280
S 3.395159 -3.691558 4.554746 -0.3 1.3 1.5 0.799
O 4.158492 -4.491991 3.612864 0.9 -1.3 -1.3 -0.533
C 3.231099 -2.074155 3.795836 -0.3 0.0 0.2 -0.271
H 1.415959 -5.012072 4.864429 0.0 -0.1 0.4 0.047
H 1.462044 -4.180796 3.299446 0.3 0.0 0.5 0.061
H 1.076039 -3.226359 4.705956 0.1 -0.2 0.4 0.055
H 2.719453 -2.202077 2.838858 0.2 0.1 -0.1 0.025
H 4.240619 -1.696969 3.685866 0.1 0.1 -0.1 0.055
H 2.649780 -1.429444 4.459601 0.1 0.0 0.0 0.042
C 0.244823 -2.392804 -2.845467 -0.9 0.6 -0.1 -0.029
C 0.862880 -1.178052 -3.524239 0.6 -0.6 -1.2 -0.473
O 0.968057 -1.095145 -4.748789 -0.5 -0.1 1.9 0.053
C 1.426685 -0.160748 -2.582848 0.5 1.0 -1.2 -0.036
H 0.251080 -2.316462 -1.754232 0.2 0.0 -0.1 0.059
H 0.692210 -3.329173 -3.151885 0.1 -0.1 -0.3 0.077
H -0.805428 -2.378937 -3.159352 0.1 -0.3 0.0 0.048
H 2.042941 0.523817 -3.178476 0.2 -0.2 0.2 0.082
H 2.009817 -0.659728 -1.814948 -0.1 0.1 0.3 0.077
H 0.643967 0.493144 -2.203665 -0.3 -0.4 0.4 0.048